(1)
{
  "formula": "C31H29F3N5O3Ti",
  "method": "the ωB97M-V functional and the def2-TZVPD basis",
  "de_lowest_ev": 0.934,
  "charge": 1,
  "orbital_gap_ev": 7.14,
  "largest_force_ev_per_a": 0.63,
  "energy_ha": -2847.27620,
  "species": ["Ti", "C", "C", "C", "C", "C", "C", "C", "C", "C", "C", "N", "C", "C", "C", "C", "C", "N", "H", "H", "H", "H", "H", "H", "H", "H", "H", "H", "H", "H", "H", "H", "H", "H", "H", "O", "C", "C", "C", "C", "C", "C", "C", "N", "C", "C", "N", "H", "H", "H", "H", "H", "H", "H", "F", "C", "F", "F", "C", "O", "O", "C", "C", "C", "N", "C", "C", "H", "H", "H", "H", "H"],
  "xyz": [[0.330, -0.339, 0.207], [-1.705, 2.121, 5.127], [-0.998, 0.866, 4.611], [-1.913, -0.092, 3.876], [-2.756, -0.862, 4.666], [-3.545, -1.860, 4.125], [-3.482, -2.105, 2.768], [-2.677, -1.348, 1.923], [-2.692, -1.753, 0.463], [-4.081, -1.650, -0.178], [-1.912, -0.303, 2.477], [-1.044, 0.453, 1.641], [-0.809, 1.723, 1.855], [0.297, 2.330, 1.236], [0.733, 3.656, 1.143], [1.854, 3.642, 0.316], [2.058, 2.314, -0.078], [1.136, 1.520, 0.484], [-1.004, 2.762, 5.661], [-2.507, 1.851, 5.814], [-2.156, 2.706, 4.323], [-0.593, 0.328, 5.471], [-0.136, 1.141, 4.002], [-2.759, -0.698, 5.737], [-4.180, -2.462, 4.760], [-4.065, -2.914, 2.345], [-2.364, -2.794, 0.407], [-1.997, -1.193, -0.164], [-4.783, -2.334, 0.295], [-4.025, -1.908, -1.235], [-4.491, -0.643, -0.092], [-1.464, 2.309, 2.493], [0.285, 4.510, 1.625], [2.459, 4.485, 0.027], [2.825, 1.913, -0.723], [1.139, -0.468, -1.421], [1.393, 0.214, -2.538], [2.566, -0.032, -3.251], [2.831, 0.686, -4.399], [1.933, 1.650, -4.851], [0.765, 1.880, -4.158], [0.474, 1.159, -2.997], [-0.762, 1.319, -2.258], [-1.087, 0.788, -1.073], [-2.359, 1.249, -0.776], [-2.810, 2.023, -1.787], [-1.794, 2.059, -2.707], [3.248, -0.786, -2.880], [3.743, 0.499, -4.949], [2.149, 2.215, -5.747], [0.086, 2.639, -4.527], [-2.868, 0.987, 0.131], [-3.740, 2.543, -1.928], [-1.817, 2.542, -3.588], [3.009, -1.469, 0.242], [2.758, -2.803, 0.183], [3.561, -3.318, -0.730], [3.074, -3.306, 1.384], [1.261, -3.132, -0.121], [0.994, -4.164, -0.656], [0.410, -2.242, 0.332], [2.340, -1.044, 4.827], [2.840, -0.028, 4.029], [2.310, 0.156, 2.767], [1.333, -0.611, 2.268], [0.859, -1.600, 3.045], [1.328, -1.842, 4.321], [2.734, -1.212, 5.821], [3.638, 0.616, 4.370], [2.688, 0.935, 2.120], [0.085, -2.224, 2.624], [0.904, -2.652, 4.897]],
  "forces_ev_per_angstrom": [[0.09, 0.16, -0.08], [0.04, -0.03, 0.02], [-0.09, 0.06, -0.02], [0.08, 0.08, -0.11], [-0.01, -0.06, 0.03], [0.00, 0.00, -0.01], [-0.01, 0.00, 0.01], [0.05, 0.10, -0.07], [-0.19, -0.14, 0.03], [0.09, 0.05, -0.03], [-0.23, -0.13, 0.25], [0.34, 0.11, -0.10], [-0.11, -0.19, -0.05], [-0.08, 0.15, -0.03], [-0.02, -0.11, 0.01], [0.07, -0.04, -0.05], [0.01, 0.14, 0.05], [-0.23, -0.27, -0.18], [-0.02, 0.02, 0.01], [-0.02, 0.01, 0.00], [-0.01, -0.01, 0.04], [0.02, -0.01, -0.02], [0.05, -0.01, 0.00], [0.01, 0.02, 0.00], [0.00, 0.00, 0.00], [0.00, 0.00, 0.00], [0.10, 0.03, -0.05], [0.04, 0.04, 0.13], [-0.01, 0.00, 0.01], [-0.02, 0.00, 0.00], [-0.01, 0.00, 0.01], [0.03, -0.05, 0.02], [-0.01, 0.00, 0.00], [0.00, 0.00, 0.00], [0.00, 0.00, 0.00], [0.16, -0.01, 0.52], [0.07, 0.17, -0.37], [-0.01, -0.08, 0.16], [-0.01, 0.02, -0.02], [0.02, 0.01, -0.04], [-0.02, 0.03, -0.01], [0.13, -0.16, 0.08], [-0.27, 0.01, 0.07], [0.09, 0.02, -0.04], [-0.08, -0.07, -0.06], [-0.01, 0.04, 0.07], [0.08, 0.03, -0.07], [0.01, 0.00, -0.01], [0.00, -0.01, 0.01], [0.00, 0.00, 0.00], [-0.02, -0.01, 0.03], [-0.01, -0.03, -0.01], [0.00, 0.00, -0.01], [0.01, 0.00, 0.00], [-0.03, -0.22, -0.04], [-0.07, 0.15, 0.03], [0.02, -0.05, -0.01], [0.01, -0.03, 0.00], [0.29, -0.27, -0.09], [-0.04, 0.13, 0.03], [-0.30, 0.55, -0.01], [-0.04, 0.00, -0.04], [0.01, -0.01, 0.05], [0.05, 0.05, -0.12], [-0.04, -0.21, 0.03], [0.07, 0.02, 0.01], [0.03, 0.01, 0.04], [0.01, -0.01, 0.00], [0.00, 0.01, -0.01], [-0.01, 0.00, 0.02], [-0.01, 0.01, -0.01], [-0.01, 0.00, -0.01]],
  "mulliken_charge": [-0.0965, -1.4948, -0.7933, 1.2692, -0.8385, -1.2412, -1.0134, 1.3867, 0.3157, -1.5966, -0.8054, 1.0293, -0.9263, 0.2450, -0.9577, -1.1509, -0.9142, 1.5202, 0.4475, 0.4046, 0.3328, 0.6833, 0.1814, 0.4865, 0.4112, 0.4517, 0.5589, -0.2627, 0.4321, 0.4384, 0.3439, 0.4156, 0.5968, 0.4832, 0.6353, 0.0514, 0.0603, -0.6147, -0.6834, -0.9100, -0.8465, 0.9745, 0.1201, 1.1775, -0.5725, -1.3007, -0.0875, 0.5089, 0.4614, 0.4332, 0.3877, 0.5757, 0.4575, 0.1898, -0.2066, 0.9218, -0.2817, -0.2738, 0.1370, -0.5489, -0.3906, -0.4909, -0.9937, -0.3806, 1.2372, -0.2030, -1.2166, 0.4515, 0.5077, 0.3463, 0.4675, 0.5572]
}

---

(2)
{
  "formula": "C4H4Br12",
  "method": "the ωB97M-V functional and the def2-TZVPD basis",
  "de_lowest_ev": 0.233,
  "charge": 0,
  "orbital_gap_ev": 9.85,
  "largest_force_ev_per_a": 3.77,
  "energy_ha": -31042.92141,
  "species": ["C", "Br", "Br", "Br", "H", "C", "Br", "Br", "Br", "H", "C", "Br", "Br", "Br", "H", "C", "Br", "Br", "Br", "H"],
  "xyz": [[-0.875, 0.460, -2.031], [-1.982, -0.855, -1.307], [-1.441, 2.147, -1.379], [-0.742, 0.438, -3.827], [0.117, 0.262, -1.503], [-3.607, 0.981, 1.667], [-5.072, 1.201, 0.510], [-4.096, 0.100, 3.261], [-2.849, 2.724, 2.096], [-2.804, 0.360, 1.182], [1.519, -0.603, 2.500], [1.154, -1.725, 4.094], [0.126, 0.672, 2.409], [1.864, -1.729, 1.017], [2.483, -0.093, 2.816], [3.297, -0.919, -2.176], [2.803, 0.971, -1.990], [4.599, -1.103, -3.577], [1.789, -1.965, -2.477], [3.717, -1.324, -1.283]],
  "forces_ev_per_angstrom": [[2.14, 0.12, 3.10], [-1.08, -1.45, 0.41], [-0.18, 1.06, 0.34], [0.28, -0.16, -2.65], [-1.22, 0.41, -1.19], [1.50, -0.16, -0.33], [-0.52, -0.06, -0.63], [-0.17, -0.48, 0.67], [0.13, -0.12, -0.04], [-0.91, 0.86, 0.36], [1.67, 0.04, 2.22], [0.11, 0.05, -0.32], [-0.23, 0.34, -0.66], [-0.27, 0.15, -0.37], [-1.39, -0.53, -0.81], [0.38, 0.97, -0.48], [0.27, -0.52, 0.25], [0.12, -0.04, -0.02], [-1.13, -0.87, -0.45], [0.47, 0.41, 0.61]],
  "mulliken_charge": [0.1480, -0.0329, -0.0256, 0.0610, -0.1551, 0.0781, 0.0120, -0.0005, -0.0743, -0.0834, -0.3363, -0.0694, 0.0708, 0.0487, 0.3516, -0.2910, -0.0070, -0.0367, -0.0122, 0.3542]
}

---

(3)
{
  "formula": "C4H8N2",
  "method": "the ωB97M-V functional and the def2-TZVPD basis",
  "de_lowest_ev": 3.172,
  "charge": 0,
  "orbital_gap_ev": 9.47,
  "largest_force_ev_per_a": 4.38,
  "smiles": "C1C[C@H]2CN2N1",
  "energy_ha": -266.60544,
  "species": ["C", "C", "C", "C", "N", "N", "H", "H", "H", "H", "H", "H", "H", "H"],
  "xyz": [[-0.769, -0.676, -0.701], [0.266, -1.414, 0.229], [-0.111, 1.637, 0.230], [-0.013, 0.650, -0.853], [0.881, -0.373, 1.084], [1.056, 0.727, 0.181], [-0.825, -1.057, -1.772], [-1.701, -0.495, -0.164], [-0.142, -2.176, 0.716], [1.131, -1.819, -0.274], [0.187, 2.597, 0.136], [-0.759, 1.648, 1.139], [0.384, 0.773, -1.849], [0.415, -0.022, 1.896]],
  "forces_ev_per_angstrom": [[1.80, 0.34, -0.68], [0.97, 3.27, -1.42], [-0.21, -1.27, 1.13], [-0.13, -1.01, 0.59], [0.38, -0.75, -0.98], [-0.11, 0.62, 0.22], [-0.56, -0.12, 1.70], [-0.18, -0.50, -0.46], [-1.79, -3.08, 2.55], [-0.03, -0.10, -0.86], [0.90, 3.06, -1.01], [0.03, -1.04, -1.05], [-0.23, 0.94, -0.05], [-0.83, -0.36, 0.33]],
  "mulliken_charge": [-0.4905, -0.6696, -0.5907, 0.1310, -0.3357, -0.4166, 0.3001, 0.2620, 0.4818, 0.2530, 0.2330, 0.2018, 0.3193, 0.3211]
}

---

(4)
{
  "formula": "C18H48N2O7",
  "method": "the ωB97M-V functional and the def2-TZVPD basis",
  "de_lowest_ev": 5.509,
  "charge": 0,
  "orbital_gap_ev": 8.77,
  "largest_force_ev_per_a": 9.90,
  "smiles": "COCCNCCOC.COCCNCCOC.CCO.CCO.CCO",
  "energy_ha": -1350.53873,
  "species": ["C", "O", "C", "C", "N", "C", "C", "O", "C", "H", "H", "H", "H", "H", "H", "H", "H", "H", "H", "H", "H", "H", "H", "H", "C", "O", "C", "C", "N", "C", "C", "O", "C", "H", "H", "H", "H", "H", "H", "H", "H", "H", "H", "H", "H", "H", "H", "H", "C", "C", "O", "H", "H", "H", "H", "H", "H", "C", "C", "O", "H", "H", "H", "H", "H", "H", "C", "C", "O", "H", "H", "H", "H", "H", "H"],
  "xyz": [[28.095, 10.530, -6.935], [27.651, 11.655, -7.579], [27.938, 11.725, -8.956], [27.009, 10.766, -9.788], [27.053, 11.036, -11.179], [25.953, 10.514, -11.964], [24.634, 11.163, -11.698], [23.681, 11.290, -12.521], [24.024, 12.122, -13.603], [27.622, 9.616, -7.343], [27.918, 10.597, -5.904], [29.169, 10.448, -7.015], [29.009, 11.618, -9.163], [27.646, 12.738, -9.266], [25.969, 10.950, -9.485], [27.300, 9.714, -9.615], [27.900, 10.630, -11.621], [25.953, 9.408, -11.900], [26.173, 10.709, -13.016], [24.703, 12.078, -11.097], [24.214, 10.447, -10.978], [24.445, 11.475, -14.367], [24.857, 12.802, -13.399], [23.167, 12.700, -13.871], [25.441, 15.695, -14.019], [25.172, 17.088, -13.895], [24.154, 17.350, -13.025], [23.874, 18.850, -13.037], [22.621, 19.150, -12.432], [22.370, 20.593, -12.149], [20.980, 20.617, -11.573], [20.450, 21.674, -11.216], [21.232, 22.413, -10.272], [26.227, 15.544, -14.741], [24.572, 15.088, -14.289], [25.729, 15.359, -13.017], [24.568, 17.072, -12.055], [23.249, 16.793, -13.304], [23.898, 19.203, -14.078], [24.587, 19.324, -12.435], [22.629, 18.632, -11.545], [22.498, 21.257, -13.034], [23.118, 20.855, -11.400], [21.118, 19.972, -10.696], [20.276, 20.068, -12.172], [21.797, 21.653, -9.665], [20.633, 23.138, -9.710], [21.852, 22.981, -10.904], [26.355, 12.863, -16.622], [26.619, 11.496, -16.222], [25.422, 10.717, -16.385], [27.239, 13.421, -16.507], [25.581, 13.368, -15.992], [26.053, 12.942, -17.671], [26.967, 11.342, -15.201], [27.374, 11.087, -16.919], [25.740, 9.953, -15.932], [24.106, 14.658, -7.950], [25.142, 14.108, -8.765], [25.143, 14.812, -9.997], [24.135, 14.027, -7.056], [23.151, 14.579, -8.424], [24.224, 15.740, -7.682], [24.942, 13.037, -8.935], [26.119, 14.235, -8.368], [25.882, 14.467, -10.516], [28.023, 13.424, -13.441], [28.142, 14.132, -12.165], [27.125, 13.716, -11.339], [28.671, 12.518, -13.336], [28.382, 13.939, -14.353], [27.072, 13.113, -13.590], [28.083, 15.256, -12.235], [29.074, 13.751, -11.777], [27.126, 12.744, -11.280]],
  "forces_ev_per_angstrom": [[0.50, -1.47, -1.09], [-0.53, 1.31, -0.49], [-1.38, 0.22, -0.55], [0.57, -0.43, 1.54], [1.45, 0.33, -2.00], [0.94, -0.54, -2.02], [2.05, -1.71, 7.68], [-3.94, 0.70, -5.23], [0.91, -0.34, -0.53], [0.23, 0.16, 0.31], [-0.70, 0.24, 1.43], [0.67, -0.28, -0.29], [0.01, -0.37, -0.01], [0.28, -0.23, 0.21], [0.39, -0.20, 0.40], [-0.42, 0.15, 0.31], [-0.54, 0.54, 0.68], [-0.52, 0.27, 0.15], [0.45, 0.07, -0.17], [0.98, 0.39, 0.03], [-0.12, 0.18, 0.67], [-0.59, 0.20, -0.76], [-0.17, 0.26, 0.68], [-0.52, 0.15, -0.57], [-0.23, 0.60, 1.15], [1.26, -0.75, -2.48], [-0.54, 0.61, 0.80], [-0.42, -0.63, -1.09], [-1.49, 0.01, 0.08], [0.98, -1.16, -0.81], [2.94, -7.48, -1.16], [-4.07, 8.55, 2.90], [-0.55, -0.99, -0.08], [0.28, 0.09, -0.15], [-0.26, 0.29, -0.25], [0.30, -0.40, -0.10], [-0.82, -0.30, 0.69], [-0.05, -0.01, 0.32], [0.13, 0.02, 0.28], [2.03, 0.90, 0.38], [-0.43, 0.51, -0.26], [-0.04, -0.72, 0.29], [0.06, 0.76, 0.10], [-0.03, -0.79, 0.55], [-0.04, -0.38, -0.87], [-0.45, 1.06, -0.08], [-0.16, -0.66, 0.06], [1.59, 0.87, -0.24], [-1.64, 1.79, 0.19], [0.02, -1.60, -0.92], [0.48, 0.52, 0.06], [1.24, 0.95, 0.07], [0.44, -0.49, -0.48], [-0.06, -0.18, 0.19], [0.22, 0.47, 0.16], [0.04, 0.01, 0.40], [-0.68, -1.56, 0.24], [-1.04, 1.24, 2.53], [0.90, -0.20, -2.70], [-0.46, 0.08, -0.29], [-0.54, 0.44, 0.37], [-0.69, -0.24, -0.30], [0.23, -0.96, -0.16], [0.17, 0.02, 0.06], [0.94, -0.21, 0.95], [0.12, 0.11, -0.27], [3.67, -0.57, -1.91], [0.55, 1.66, 0.24], [-1.07, 0.63, 1.10], [-0.62, 0.34, -0.47], [-0.12, -0.01, 0.56], [-3.11, -0.87, -0.67], [0.35, -1.15, 0.10], [0.81, 0.90, 0.69], [-0.11, -0.73, -0.13]],
  "mulliken_charge": [-0.7668, -0.3441, -0.4478, -0.5302, -0.2177, -0.1789, -0.9561, -0.4879, -0.5741, 0.2737, 0.3061, 0.3178, 0.4458, 0.0377, 0.2120, 0.5341, 0.2737, 0.3083, -0.1289, 0.7056, 0.3937, 0.4270, -0.1418, 0.4455, -0.1666, -0.4383, -0.3390, -0.7330, -0.2260, -0.3332, -0.7934, -0.3807, -0.7346, 0.2233, 0.2436, -0.0743, 0.2096, 0.3050, 0.2837, 0.3639, 0.2204, 0.3200, 0.3460, 0.3979, 0.4105, 0.3086, 0.2372, 0.2875, -0.9906, 0.0067, -0.5621, 0.3486, 0.0228, 0.4382, 0.0739, 0.3664, 0.3345, -1.6752, 0.5299, -0.4765, 0.4018, 0.3468, 0.3331, -0.0132, 0.2173, 0.5441, -0.2664, -0.4679, -0.5927, 0.4022, 0.3660, -0.5552, 0.4351, 0.3072, 0.2804]
}

---

(5)
{
  "formula": "CH5NO2Si",
  "method": "the ωB97M-V functional and the def2-TZVPD basis",
  "de_lowest_ev": 5.135,
  "charge": 0,
  "orbital_gap_ev": [8.23, 8.23],
  "largest_force_ev_per_a": 4.75,
  "energy_ha": -535.57772,
  "species": ["C", "N", "O", "O", "Si", "H", "H", "H", "H", "H"],
  "xyz": [[0.296, 0.518, -0.937], [-2.380, 1.079, 0.232], [-2.598, 1.510, -0.915], [-2.978, 1.547, 1.209], [-0.734, 0.231, 0.394], [-2.683, -0.861, 1.715], [0.057, 0.864, -1.921], [1.099, -0.091, -0.976], [-3.485, -0.683, 2.315], [-0.375, 0.324, 1.756]],
  "forces_ev_per_angstrom": [[-2.49, 0.74, 0.42], [-0.82, 3.15, -0.45], [0.16, -1.22, 0.98], [0.72, -1.00, -0.79], [-0.40, 0.59, -1.43], [-3.74, 0.40, 2.90], [-0.64, 0.26, -0.26], [3.20, -1.61, 0.23], [3.69, -0.94, -2.71], [0.32, -0.36, 1.11]],
  "mulliken_charge": [-0.6333, 0.6913, -0.5175, -0.4646, 0.2764, -0.2131, 0.2654, 0.3461, 0.2435, 0.0057]
}